No. 1
93
Properties=species:S:1:pos:R:3 method="wB97M-V/def2-TZVPD" smiles=Oc1ccccc1CNCCCc1ccc2nsnc2c1Br.c1ccncc1.c1ccncc1.c1ccncc1.c1ccncc1.c1ccncc1 orbital_gap_ev=6.49 e_tot_ha=-5071.666829 total_charge=0 homo_energy_ha=-0.2855 spin_multiplicity=1
O 1.50640 0.75762 2.84663
C 1.47930 1.31241 1.48330
C 2.24078 2.78078 1.26848
C 2.31293 3.49368 -0.21540
C 1.56246 2.67129 -1.45367
C 0.76299 1.23601 -1.25488
C 0.72203 0.51612 0.24853
C -0.08827 -0.90404 0.37939
N -1.30815 -0.83110 -0.56299
C -2.27956 -1.96738 -0.24685
C -3.66550 -1.48597 0.48517
C -4.65575 -0.56708 -0.47641
C -4.64033 0.95349 0.21842
C -5.57249 1.19676 1.57974
C -5.50276 2.69633 2.27715
C -4.53935 3.84242 1.60949
N -4.21937 5.26903 1.99754
S -3.08751 5.98672 0.82590
N -2.78910 4.68141 -0.33267
C -3.66580 3.59135 0.24511
C -3.70724 2.10758 -0.48674
Br -2.61264 1.87744 -2.15397
H 2.22711 0.07220 2.96805
H 2.75918 3.37809 2.15844
H 2.84820 4.52502 -0.42304
H 1.62765 3.17670 -2.53091
H 0.23707 0.67905 -2.16768
H -0.43751 -1.14360 1.49496
H 0.60430 -1.78480 -0.02568
H -0.89154 -1.11145 -1.50157
H -1.69298 -2.67628 0.51351
H -2.47399 -2.58465 -1.23246
H -4.30717 -2.45512 0.75384
H -3.42363 -0.92854 1.49991
H -4.31444 -0.52438 -1.59654
H -5.77333 -0.96750 -0.35432
H -6.25916 0.35393 2.05747
H -6.12925 2.94719 3.23394
N 1.29917 -4.22388 1.25231
C 0.79841 -5.45148 0.99235
C 1.56665 -6.52227 0.56413
C 2.93183 -6.32372 0.38708
C 3.47685 -5.07007 0.64483
C 2.62813 -4.06200 1.07306
H -0.27230 -5.55533 1.14223
H 1.11154 -7.48744 0.37288
H 3.56594 -7.13907 0.05128
H 4.53687 -4.88292 0.51600
H 3.00621 -3.06704 1.29082
N 5.46409 5.19535 -0.33073
C 5.76674 6.08110 -1.30501
C 6.59801 5.79446 -2.37598
C 7.15772 4.52352 -2.45295
C 6.86645 3.58996 -1.46363
C 6.02095 3.96905 -0.43342
H 5.30827 7.05996 -1.19870
H 6.80438 6.54408 -3.13145
H 7.81524 4.26246 -3.27707
H 7.28712 2.59129 -1.49460
H 5.76033 3.27497 0.36070
N 0.02257 9.22637 0.61032
C 0.39557 10.52251 0.53135
C -0.49535 11.58357 0.55488
C -1.85295 11.30081 0.66197
C -2.26833 9.97568 0.74320
C -1.30192 8.98311 0.71531
H 1.46505 10.69148 0.44578
H -0.13941 12.60555 0.49080
H -2.58131 12.10625 0.68222
H -3.31905 9.72219 0.82688
H -1.57559 7.93369 0.77947
N 1.96977 -4.48065 -3.33650
C 0.97308 -4.81520 -2.48796
C -0.35332 -4.94118 -2.86868
C -0.68112 -4.70644 -4.19982
C 0.32304 -4.35829 -5.09736
C 1.62117 -4.26061 -4.62278
H 1.27875 -4.98499 -1.45967
H -1.11239 -5.21521 -2.14481
H -1.71042 -4.79427 -4.53521
H 0.10014 -4.16837 -6.14116
H 2.44059 -3.99542 -5.28499
N -1.35492 -7.79046 1.73297
C -0.57000 -8.68583 2.37139
C -1.04260 -9.60427 3.29511
C -2.40253 -9.60412 3.58681
C -3.23626 -8.69272 2.94700
C -2.67111 -7.81546 2.03544
H 0.48396 -8.64425 2.11237
H -0.36670 -10.30241 3.77575
H -2.80947 -10.30844 4.30652
H -4.30033 -8.66676 3.15277
H -3.28076 -7.08761 1.50736

---

No. 2
94
Properties=species:S:1:pos:R:3 method="wB97M-V/def2-TZVPD" orbital_gap_ev="5.66 / 5.60" e_tot_ha=-5042.272338 e_above_lowest_ev=1.909 total_charge=+2 homo_energy_ha="-0.4456 / -0.4455" s2=0.75 spin_multiplicity=2
Sn -0.05632 -0.54227 -0.54926
I -7.81481 -0.69761 -0.74660
C -5.79090 -0.25708 -0.63955
C -5.31689 0.60771 0.33674
C -3.96280 0.89243 0.41325
I -3.28898 2.28347 1.80639
C -3.05241 0.31394 -0.47453
O -1.74152 0.57714 -0.42083
C -3.54936 -0.53808 -1.47214
C -2.56463 -1.16144 -2.41995
N -1.55835 -1.96831 -1.66418
C -2.16588 -3.03556 -0.85136
C -1.41857 -3.27470 0.43355
C -1.65410 -4.40812 1.19889
C -0.96992 -4.57119 2.38885
C -0.06616 -3.59427 2.79273
C 0.11171 -2.49701 1.98123
N -0.55007 -2.34030 0.82452
C -4.90393 -0.82368 -1.54466
H -6.00362 1.07138 1.03151
H -3.07650 -1.78668 -3.15394
H -2.01050 -0.38894 -2.95964
H -0.91813 -2.40015 -2.32505
H -3.18160 -2.73219 -0.58841
H -2.24718 -3.96473 -1.41882
H -2.36771 -5.14641 0.85840
H -1.13194 -5.45112 2.99677
H 0.49268 -3.68629 3.71248
H 0.80540 -1.70837 2.24742
H -5.26820 -1.48636 -2.32037
C 3.31299 -4.27539 -7.34711
C 2.11044 -3.48216 -6.85898
N 2.34199 -2.04260 -6.78323
C 2.41513 -1.28130 -8.03758
C 3.83766 -0.95273 -8.46449
C 2.54733 -1.35992 -5.64230
O 2.75400 -0.15549 -5.59372
C 2.48342 -2.09201 -4.32329
C 3.47271 -2.95099 -3.86585
C 3.38304 -3.45922 -2.57831
C 2.31769 -3.07600 -1.78367
N 1.37062 -2.23359 -2.20500
C 1.46029 -1.76212 -3.44724
H 3.08803 -5.34203 -7.33536
H 4.18690 -4.10219 -6.71759
H 3.58032 -4.00610 -8.36819
H 1.79447 -3.83474 -5.87801
H 1.26504 -3.63919 -7.53274
H 1.84950 -0.36045 -7.89690
H 1.90473 -1.87846 -8.79373
H 4.34414 -0.38338 -7.68692
H 3.82093 -0.34475 -9.36898
H 4.41439 -1.85239 -8.67619
H 4.31169 -3.20495 -4.50114
H 4.13369 -4.13446 -2.19263
H 2.22339 -3.44375 -0.76783
H 0.70393 -1.04716 -3.76468
C -0.81283 1.62046 4.88392
Ge 0.41663 2.76878 3.93238
C 2.26814 2.75508 4.40259
C 2.90804 1.57416 4.79387
C 4.22123 1.59808 5.23576
C 4.90387 2.80575 5.31403
C 4.27853 3.98701 4.94630
C 2.96975 3.96342 4.48388
C -0.25917 4.18209 2.81273
C -1.47046 4.80167 3.21913
C -2.02425 5.85222 2.51765
C -1.39485 6.31576 1.36350
C -0.20098 5.72452 0.90484
C 0.41210 6.18303 -0.27110
C 1.57957 5.58658 -0.74547
C 2.14442 4.53150 -0.05050
C 1.55483 4.06653 1.12330
C 0.38018 4.64952 1.62672
H -1.79005 2.08598 5.00018
H -0.39192 1.39036 5.86135
H -0.96560 0.69454 4.33131
H 2.37555 0.62945 4.76769
H 4.71272 0.68037 5.53163
H 5.92587 2.82493 5.66857
H 4.80719 4.92783 5.02194
H 2.50196 4.89331 4.18131
H -1.97833 4.45916 4.11248
H -2.94042 6.31163 2.86254
H -1.82114 7.13665 0.80001
H -0.03667 7.01084 -0.80625
H 2.04588 5.94402 -1.65335
H 3.04590 4.06659 -0.42451
H 2.01026 3.24488 1.65873
F 3.31677 0.25090 -0.20821
C 3.15035 0.00749 1.08438
F 3.11247 -1.29605 1.33362
H 3.78241 0.59884 1.74103

---

No. 3
95
Properties=species:S:1:pos:R:3 method="wB97M-V/def2-TZVPD" orbital_gap_ev=6.57 e_tot_ha=-5015.455966 e_above_lowest_ev=0.258 total_charge=-1 homo_energy_ha=-0.1578 spin_multiplicity=1
Pd 0.30319 -0.18975 -0.04212
C 0.22444 -0.10587 1.96656
Si -1.34970 -0.95957 2.49358
C -1.48187 -2.38166 1.25632
N -1.19865 -1.88155 -0.10763
C -2.39749 -1.23660 -0.69909
C -3.54821 -2.19238 -1.00853
C -3.03133 -3.48787 -1.66011
C -1.60741 -3.28781 -2.16926
C -0.67868 -2.96867 -1.00520
C -1.16952 -1.70519 4.21605
C -2.05256 -1.39746 5.25170
C -1.89572 -1.94765 6.51777
C -0.84725 -2.81925 6.77145
C 0.04478 -3.13756 5.75558
C -0.11797 -2.58384 4.49422
C -2.85226 0.15859 2.49561
C -2.73351 1.53787 2.66764
C -3.85781 2.35276 2.69504
C -5.12010 1.80727 2.51970
C -5.25956 0.43630 2.34194
C -4.13581 -0.37588 2.34484
H 1.07197 -0.57048 2.48763
H 0.21849 0.94633 2.26400
H -2.40124 -2.97968 1.28635
H -0.67075 -3.05990 1.54088
H -2.06515 -0.74478 -1.61473
H -2.72167 -0.44821 -0.02377
H -4.22879 -1.66506 -1.68051
H -4.12696 -2.41310 -0.10851
H -3.69544 -3.80656 -2.46557
H -3.02326 -4.29855 -0.92361
H -1.56508 -2.48794 -2.91145
H -1.23394 -4.18866 -2.66119
H 0.31008 -2.68945 -1.36237
H -0.57166 -3.86789 -0.39124
H -2.87412 -0.71580 5.06483
H -2.59303 -1.69344 7.30643
H -0.72205 -3.24749 7.75796
H 0.86814 -3.81438 5.94750
H 0.59531 -2.83504 3.71568
H -1.75545 1.99761 2.74294
H -3.74119 3.42088 2.81998
H -5.99047 2.45030 2.49263
H -6.24091 0.00703 2.18469
H -4.25998 -1.44535 2.20405
O 2.30694 -1.57794 -1.83648
S 1.68040 -0.71878 -2.84919
O 1.81398 -1.20034 -4.20172
O 0.29780 -0.34631 -2.45349
C 2.62462 0.79090 -2.72720
C 3.03420 1.40490 -3.89778
C 3.85362 2.52258 -3.85383
C 4.28595 3.00444 -2.62999
C 3.86338 2.39673 -1.45560
C 3.00601 1.29976 -1.47852
P 2.35696 0.58727 0.09417
C 3.62235 -0.58546 0.68708
C 4.92723 -0.15970 0.93259
C 5.88754 -1.05787 1.36825
C 5.54964 -2.39098 1.56935
C 4.25296 -2.81802 1.33026
C 3.29380 -1.91836 0.88500
C 2.54029 1.97956 1.27733
C 2.02518 3.23820 0.96649
C 1.97898 4.24149 1.92095
C 2.43619 4.00357 3.20871
C 2.93762 2.75318 3.53713
C 2.98557 1.74910 2.58036
H 2.72416 0.97234 -4.83941
H 4.16445 3.00076 -4.77386
H 4.94928 3.85855 -2.57904
H 4.19795 2.79991 -0.51015
H 5.19582 0.87962 0.78743
H 6.89861 -0.71743 1.55258
H 6.29883 -3.09465 1.90962
H 3.98524 -3.85655 1.47698
H 2.28345 -2.24597 0.67150
H 1.62248 3.42817 -0.01881
H 1.55860 5.20382 1.65974
H 2.38887 4.78530 3.95618
H 3.28431 2.55021 4.54258
H 3.37379 0.77780 2.85607
C -0.86029 5.83343 -0.41625
S -1.90626 5.23358 0.93229
C -2.89926 4.08113 0.07292
C -2.46375 2.88240 -0.41105
S -0.85966 2.27756 -0.34596
S -3.75470 1.93496 -1.13987
C -5.08695 2.99789 -0.86240
S -6.64878 2.63830 -1.26991
S -4.59915 4.45930 -0.10938
H -0.15329 6.53983 0.01844
H -1.45752 6.33855 -1.17286
H -0.32459 4.99267 -0.85550